A 10-piece molecular cluster, C18H51BF4NO8 overall at a distorted geometry, computed with ωB97M-V/def2-TZVPD.

Structure (XYZ):
```
83
C18H51BF4NO8 | the Open Molecules 2025 dataset | ωB97M-V/def2-TZVPD
B 0.2243 -0.0250 -0.1996
F -0.0947 0.3150 -1.5976
F 1.5673 -0.4980 -0.1926
F 0.1263 1.0460 0.5774
F -0.5247 -1.0380 0.1824
C 1.9783 0.3870 -3.6606
C 1.5763 -1.0070 -4.3006
N 1.2083 -1.9750 -4.7906
H 2.7233 0.3070 -2.8656
H 2.3473 0.8360 -4.5666
H 1.1563 0.9770 -3.4506
C -2.0897 3.3970 0.9534
C -2.9857 2.3640 1.5724
O -4.0167 3.0870 2.2674
H -1.4367 4.0360 1.4564
H -2.4767 4.1560 0.4144
H -1.5487 2.7960 0.1144
H -2.6027 1.7730 2.3754
H -3.3927 1.3650 0.8744
H -4.5837 2.4690 2.3104
C 2.5213 2.1290 3.9124
C 1.2253 2.8080 3.3924
O 1.3453 3.0180 2.0064
H 3.4243 2.4570 3.6944
H 2.3163 1.1660 3.5024
H 2.5693 2.0420 4.9384
H 1.3743 3.7750 3.8424
H 0.1673 2.1690 3.6854
H 1.1893 2.2170 1.6444
C 5.0813 0.4590 1.8974
C 4.6993 1.3110 0.5814
O 4.1253 0.3030 -0.3176
H 5.7873 -0.2240 1.5974
H 4.1733 -0.0900 2.2464
H 5.6703 1.1470 2.5114
H 5.3773 1.8490 -0.0676
H 3.8963 2.0340 0.8204
H 3.3983 -0.1250 0.0604
C -2.9537 -1.7610 -4.9286
C -2.3207 -1.3830 -3.6146
O -2.6607 -0.0420 -3.2736
H -2.5087 -1.0340 -5.6746
H -3.9967 -1.6790 -4.7326
H -2.5247 -2.8780 -5.1656
H -1.1667 -1.5000 -3.6666
H -2.5817 -2.0900 -2.8156
H -2.0557 0.0910 -2.7056
C 0.8983 5.2380 -2.4686
C 0.4903 4.1010 -1.5736
O 1.2153 2.9210 -2.0336
H 0.3213 5.2280 -3.1876
H 1.7373 5.3090 -2.9616
H 0.7793 6.0450 -1.7086
H -0.6487 3.7040 -1.4536
H 0.5943 4.1740 -0.5646
H 0.8973 2.2970 -1.4326
C -0.6417 -4.4050 -1.0416
C 0.7303 -3.6150 -1.2336
O 1.7083 -4.5700 -1.5816
H -0.5517 -4.9670 -0.1606
H -0.8977 -5.1550 -1.7816
H -1.4687 -3.5850 -0.8636
H 1.0713 -2.9320 -0.4376
H 0.6333 -2.7170 -1.8266
H 2.3943 -3.9990 -1.9296
C -5.3177 -1.8300 1.3364
C -3.8127 -1.6180 1.3774
O -3.3717 -1.1180 0.0514
H -5.6677 -0.8610 0.9894
H -5.6437 -2.2150 2.4784
H -5.5297 -2.5930 0.7294
H -3.4117 -2.6050 1.6524
H -3.3907 -0.8540 2.1234
H -2.4517 -0.9650 -0.0766
C 1.0563 -3.8320 3.7054
C 0.8933 -2.9950 2.4884
O -0.4227 -2.3990 2.5084
H 1.8183 -4.5820 3.7844
H 0.3063 -4.6110 3.7314
H 1.0893 -3.2510 4.5524
H 1.0383 -3.6540 1.7424
H 1.5323 -2.1090 2.4404
H -0.7027 -1.9150 1.7834
```

The energy relative to the best compared isomer or geometry (same formula, charge and spin) is 1.958 eV. As for the net charge: -1.